{
  "formula": "C4H8NO2",
  "method": "wB97M-V/def2-TZVPD",
  "total_energy_ha": -362.39896,
  "relative_energy_kcal_mol": 78.6,
  "charge": -1,
  "max_force_ev_per_a": 2.8,
  "orbital_gap_ev": 6.41,
  "homo_energy_ha": -0.0995,
  "smiles": "O=CCCNC[O-]",
  "elements": ["C", "C", "C", "O", "N", "C", "O", "H", "H", "H", "H", "H", "H", "H", "H"],
  "coordinates": [[0.119, 0.099, 1.007], [-0.593, 1.026, -0.029], [-2.072, 0.891, -0.087], [-2.835, 1.830, -0.091], [1.286, -0.447, 0.442], [1.275, -1.245, -0.926], [1.978, -2.327, -0.821], [0.360, 0.757, 1.837], [-0.571, -0.679, 1.382], [-0.400, 2.064, 0.213], [-0.092, 0.803, -0.971], [-2.494, -0.121, 0.046], [2.153, -0.829, 0.786], [1.705, -0.491, -1.637], [0.181, -1.331, -1.151]],
  "lowdin_charge": [-0.30, -0.16, -0.28, 0.01, -0.10, -0.58, -0.31, 0.09, 0.10, 0.10, 0.10, 0.12, 0.07, 0.07, 0.07]
}

{
  "formula": "C4H8NO2",
  "method": "wB97M-V/def2-TZVPD",
  "total_energy_ha": -362.40433,
  "relative_energy_kcal_mol": 75.2,
  "charge": -1,
  "max_force_ev_per_a": 3.2,
  "orbital_gap_ev": 6.55,
  "homo_energy_ha": -0.1009,
  "smiles": "N[C@@H](C=O)CC[O-]",
  "elements": ["O", "C", "C", "C", "C", "O", "N", "H", "H", "H", "H", "H", "H", "H", "H"],
  "coordinates": [[-0.673, -1.533, 2.482], [-0.728, -1.389, 1.234], [0.198, -0.772, 0.250], [-0.600, 0.475, -0.177], [-0.015, 1.292, -1.588], [-0.737, 2.294, -1.839], [1.567, -0.517, 0.761], [-1.669, -1.639, 0.689], [0.358, -1.559, -0.521], [-1.602, 0.282, -0.428], [-0.507, 1.250, 0.576], [-0.098, 0.480, -2.355], [1.102, 1.491, -1.442], [1.975, 0.399, 0.542], [1.428, -0.555, 1.817]],
  "lowdin_charge": [-0.03, -0.25, -0.42, -0.13, -0.57, -0.29, 0.02, 0.12, 0.14, 0.06, 0.10, 0.06, 0.07, 0.06, 0.08]
}

{
  "formula": "C4H8NO2",
  "method": "wB97M-V/def2-TZVPD",
  "total_energy_ha": -362.11192,
  "relative_energy_kcal_mol": 63.7,
  "charge": 1,
  "max_force_ev_per_a": 5.7,
  "orbital_gap_ev": 9.32,
  "homo_energy_ha": -0.5171,
  "smiles": "[NH2+]=CC1[C@H](O)[C@H]1O",
  "elements": ["C", "C", "C", "C", "N", "O", "O", "H", "H", "H", "H", "H", "H", "H", "H"],
  "coordinates": [[0.147, 0.745, -0.299], [-1.165, 0.534, -0.874], [1.243, -0.305, 0.115], [0.324, 0.145, 1.281], [-1.696, -0.567, -0.429], [0.946, -1.519, -0.386], [0.726, 0.936, 2.257], [0.543, 1.834, -0.426], [-1.772, 1.209, -1.484], [2.252, 0.010, 0.033], [-0.372, -0.574, 1.553], [-2.514, -0.958, -0.920], [-1.200, -1.232, 0.136], [1.306, -1.490, -1.272], [1.607, 1.377, 2.188]],
  "lowdin_charge": [-0.07, 0.00, -0.24, -0.20, 0.18, 0.04, 0.09, 0.18, 0.16, 0.16, 0.13, 0.17, 0.11, 0.13, 0.16]
}

{
  "formula": "C4H8NO2",
  "method": "wB97M-V/def2-TZVPD",
  "total_energy_ha": -361.98851,
  "relative_energy_kcal_mol": 141.2,
  "charge": 1,
  "max_force_ev_per_a": 3.8,
  "orbital_gap_ev": [7.03, 7.03],
  "homo_energy_ha": [-0.5228, -0.5229],
  "elements": ["C", "C", "C", "C", "N", "O", "O", "H", "H", "H", "H", "H", "H", "H", "H"],
  "coordinates": [[1.477, -0.123, -0.791], [0.300, -1.002, -0.080], [-0.375, -0.053, 0.860], [-1.162, 1.185, 0.608], [2.025, 0.709, 0.274], [3.226, 0.902, 0.397], [0.810, -2.165, 0.448], [2.230, -0.677, -1.339], [1.106, 0.604, -1.497], [-0.454, -1.209, -0.856], [-0.203, -0.236, 1.856], [-0.447, 1.738, -0.042], [-1.320, 1.731, 1.520], [-2.047, 1.125, -0.044], [1.248, -1.900, 1.320]],
  "lowdin_charge": [-0.06, -0.33, 0.17, 0.02, -0.04, 0.12, 0.03, 0.14, 0.13, 0.19, 0.11, 0.12, 0.10, 0.13, 0.16]
}

{
  "formula": "C4H8NO2",
  "method": "wB97M-V/def2-TZVPD",
  "total_energy_ha": -362.12221,
  "relative_energy_kcal_mol": 57.3,
  "charge": 1,
  "max_force_ev_per_a": 3.9,
  "orbital_gap_ev": 10.99,
  "homo_energy_ha": -0.5648,
  "smiles": "C=[N+]1CCO[C@H]1O",
  "elements": ["C", "C", "C", "C", "N", "O", "O", "H", "H", "H", "H", "H", "H", "H", "H"],
  "coordinates": [[1.382, 1.401, 0.050], [0.868, -1.022, -0.224], [-0.469, -1.483, 0.251], [-1.156, 0.645, -0.412], [0.589, 0.478, -0.199], [-1.515, -0.700, -0.224], [-1.696, 1.492, 0.432], [1.034, 2.361, -0.014], [2.415, 1.283, 0.056], [1.700, -1.337, 0.318], [0.972, -1.255, -1.237], [-0.581, -2.470, -0.052], [-0.591, -1.481, 1.390], [-0.940, 0.957, -1.409], [-2.011, 1.130, 1.275]],
  "lowdin_charge": [0.17, -0.03, -0.18, -0.24, 0.02, 0.00, 0.16, 0.10, 0.11, 0.13, 0.13, 0.12, 0.17, 0.17, 0.16]
}

{
  "formula": "C4H8NO2",
  "method": "wB97M-V/def2-TZVPD",
  "total_energy_ha": -362.07305,
  "relative_energy_kcal_mol": 88.1,
  "charge": 1,
  "max_force_ev_per_a": 6.3,
  "orbital_gap_ev": 9.47,
  "homo_energy_ha": -0.4911,
  "elements": ["C", "C", "C", "C", "N", "O", "O", "H", "H", "H", "H", "H", "H", "H", "H"],
  "coordinates": [[0.912, -0.112, 1.220], [1.129, -1.040, 2.354], [-0.147, -0.142, 0.413], [-0.127, 1.139, -1.023], [-0.791, 0.450, -2.108], [2.180, -1.022, 2.973], [-1.215, -0.862, 0.123], [1.775, 0.664, 1.060], [0.285, -1.773, 2.536], [0.936, 1.502, -1.307], [-0.541, 1.836, -0.261], [-1.355, 1.095, -2.601], [-1.386, -0.317, -1.713], [-0.073, -0.129, -2.567], [-1.583, -1.288, 0.901]],
  "lowdin_charge": [-0.03, -0.25, -0.22, -0.04, 0.16, 0.07, 0.06, 0.17, 0.14, 0.15, 0.13, 0.16, 0.16, 0.20, 0.15]
}

{
  "formula": "C4H8NO2P",
  "method": "wB97M-V/def2-TZVPD",
  "total_energy_ha": -703.60801,
  "relative_energy_kcal_mol": 0.0,
  "spin_multiplicity": 3,
  "charge": 0,
  "max_force_ev_per_a": 2.6,
  "orbital_gap_ev": [5.98, 8.22],
  "homo_energy_ha": [-0.1875, -0.3464],
  "elements": ["C", "C", "C", "C", "N", "O", "O", "P", "H", "H", "H", "H", "H", "H", "H", "H"],
  "coordinates": [[0.716, -0.698, -0.899], [1.961, -1.034, -0.578], [0.365, -0.193, -2.247], [-1.143, 1.254, 2.345], [3.144, -1.204, -0.270], [-0.332, -0.484, -0.053], [-1.590, 1.469, 1.076], [-1.777, 0.449, -0.148], [0.255, 0.830, -2.074], [1.053, -0.557, -3.010], [-0.504, -0.688, -2.508], [-0.146, 1.593, 2.539], [-1.083, 0.206, 2.572], [-1.816, 1.755, 3.026], [3.470, -2.131, -0.063], [-2.573, -0.568, 0.291]],
  "mulliken_spin": [0.45, 0.69, 0.02, 0.00, 0.58, 0.12, 0.01, 0.03, 0.04, 0.01, 0.01, 0.00, 0.00, 0.00, 0.03, 0.01]
}

{
  "formula": "C4H8NO2S",
  "method": "wB97M-V/def2-TZVPD",
  "total_energy_ha": -760.49384,
  "relative_energy_kcal_mol": 58.1,
  "spin_multiplicity": 2,
  "charge": 0,
  "max_force_ev_per_a": 5.1,
  "orbital_gap_ev": [9.92, 6.11],
  "homo_energy_ha": [-0.3505, -0.3504],
  "elements": ["O", "C", "N", "C", "O", "C", "C", "S", "H", "H", "H", "H", "H", "H", "H", "H"],
  "coordinates": [[-1.578, -0.267, -0.756], [-0.944, -0.527, 0.336], [-1.261, -1.488, 1.192], [-0.026, -2.629, -2.349], [0.585, -3.706, -2.637], [0.279, 0.384, 0.693], [-0.046, 1.840, 0.655], [1.239, 2.945, 1.324], [-0.638, -1.423, 2.038], [0.394, -1.691, -2.029], [-1.104, -2.616, -2.199], [1.001, 0.206, -0.129], [0.762, -0.010, 1.560], [-0.918, 1.898, 1.190], [-0.362, 2.266, -0.281], [2.233, 2.033, 1.456]],
  "mulliken_spin": [0.50, -0.13, 0.67, 0.00, 0.00, -0.02, 0.00, 0.00, -0.01, 0.00, 0.00, 0.00, 0.00, 0.00, 0.00, 0.00]
}

{
  "formula": "C4H8NO3",
  "method": "wB97M-V/def2-TZVPD",
  "total_energy_ha": -437.75194,
  "relative_energy_kcal_mol": 33.6,
  "charge": -1,
  "max_force_ev_per_a": 1.7,
  "orbital_gap_ev": 7.79,
  "homo_energy_ha": -0.1447,
  "smiles": "N[C@H](CCO)C(=O)[O-]",
  "elements": ["O", "C", "O", "C", "C", "C", "O", "N", "H", "H", "H", "H", "H", "H", "H", "H"],
  "coordinates": [[2.646, 0.320, 0.381], [1.740, 0.990, 0.895], [1.774, 1.905, 1.742], [0.261, 0.582, 0.419], [0.294, -0.347, -0.770], [-1.046, -0.462, -1.494], [-2.163, -0.957, -0.729], [-0.416, -0.112, 1.549], [-0.335, 1.461, 0.156], [0.738, -1.296, -0.458], [0.958, 0.055, -1.543], [-1.021, -1.075, -2.428], [-1.356, 0.473, -1.980], [-1.801, -1.052, 0.150], [0.048, -0.994, 1.758], [-0.321, 0.509, 2.353]],
  "lowdin_charge": [-0.07, -0.72, -0.09, -0.32, -0.18, -0.28, -0.10, 0.02, 0.13, 0.12, 0.12, 0.10, 0.10, 0.03, 0.07, 0.07]
}

{
  "formula": "C4H8NO3",
  "method": "wB97M-V/def2-TZVPD",
  "total_energy_ha": -437.78136,
  "relative_energy_kcal_mol": 15.1,
  "charge": -1,
  "max_force_ev_per_a": 1.4,
  "orbital_gap_ev": 8.33,
  "homo_energy_ha": -0.1684,
  "elements": ["C", "C", "O", "O", "H", "H", "H", "C", "C", "O", "N", "H", "H", "H", "H", "H"],
  "coordinates": [[2.167, 0.902, 0.230], [1.578, 1.681, -0.959], [0.325, 1.799, -0.968], [2.392, 2.037, -1.825], [1.639, 0.898, 1.187], [3.201, 1.196, 0.464], [2.326, -0.128, -0.116], [-1.062, -1.840, 0.807], [-1.852, -0.983, -0.170], [-2.558, -1.501, -1.017], [-1.839, 0.383, 0.062], [-2.609, 0.830, -0.423], [-0.972, 0.884, -0.229], [-1.789, -2.549, 1.185], [-0.603, -1.216, 1.559], [-0.345, -2.395, 0.211]],
  "lowdin_charge": [-0.06, -0.78, -0.11, -0.07, 0.05, 0.05, 0.06, -0.02, -0.59, 0.01, 0.11, 0.08, 0.05, 0.07, 0.06, 0.07]
}

{
  "formula": "C4H8NO3",
  "method": "wB97M-V/def2-TZVPD",
  "total_energy_ha": -437.63169,
  "relative_energy_kcal_mol": 9.3,
  "spin_multiplicity": 2,
  "charge": 0,
  "max_force_ev_per_a": 1.6,
  "orbital_gap_ev": [10.47, 6.56],
  "homo_energy_ha": [-0.3699, -0.3699],
  "elements": ["C", "C", "O", "N", "H", "H", "H", "H", "H", "C", "C", "O", "O", "H", "H", "H"],
  "coordinates": [[0.023, -2.437, -1.720], [1.028, -1.979, -0.694], [2.079, -2.544, -0.488], [0.632, -0.936, 0.144], [-0.003, -1.613, -2.449], [-0.956, -2.581, -1.271], [1.415, -0.365, 0.431], [-0.205, -0.455, -0.137], [0.446, -3.244, -2.300], [-1.021, 1.811, 0.977], [-0.153, 3.005, 1.543], [-0.584, 4.121, 1.469], [0.933, 2.500, 1.969], [-0.622, 1.549, 0.004], [-2.013, 2.219, 0.885], [-0.998, 0.948, 1.637]],
  "mulliken_spin": [0.00, 0.00, 0.00, 0.00, 0.00, 0.00, 0.00, 0.00, 0.00, 0.15, -0.02, 0.05, 0.82, -0.01, 0.02, 0.00]
}

{
  "formula": "C4H8NOS",
  "method": "wB97M-V/def2-TZVPD",
  "total_energy_ha": -685.39681,
  "relative_energy_kcal_mol": 37.2,
  "charge": -1,
  "max_force_ev_per_a": 4.7,
  "orbital_gap_ev": 6.20,
  "homo_energy_ha": -0.0928,
  "smiles": "CC(=O)NCC[S-]",
  "elements": ["O", "C", "N", "C", "C", "S", "C", "H", "H", "H", "H", "H", "H", "H", "H"],
  "coordinates": [[-1.077, 1.905, -1.760], [-0.712, 0.929, -1.153], [0.016, 0.948, 0.050], [0.652, -0.220, 0.584], [1.020, -0.186, 1.998], [0.017, -1.460, 2.948], [-1.048, -0.476, -1.838], [0.315, 1.810, 0.459], [0.202, -1.281, 0.265], [1.504, -0.231, -0.085], [2.022, -0.189, 2.142], [0.792, 0.779, 2.557], [-0.311, -0.703, -2.563], [-2.002, -0.282, -2.331], [-1.388, -1.342, -1.273]],
  "lowdin_charge": [0.00, -0.49, 0.05, -0.39, -0.74, 0.03, -0.01, 0.13, 0.11, 0.09, -0.01, 0.05, 0.05, 0.06, 0.06]
}